Formula: C5H10O2
Source: the OMol25 dataset
Level of theory: ωB97M-V/def2-TZVPD

The geometry in ORCA input format:
```
! RIJCOSX wB97M-V def2-TZVPD def2/J DEFGRID3
* xyz 0 1
O 2.311 0.454 0.628
O -1.951 -0.216 -0.851
C 0.087 -0.426 0.348
C 1.586 -0.674 0.172
C -0.332 1.047 0.322
C -1.811 0.945 -0.037
C -0.765 -0.989 -0.797
H -2.433 0.830 0.863
H 3.237 0.318 0.396
H 1.884 -1.574 0.729
H -0.255 -0.864 1.295
H -2.177 1.814 -0.594
H -0.158 1.550 1.277
H -1.035 -2.043 -0.661
H 0.229 1.587 -0.448
H -0.220 -0.898 -1.751
H 1.803 -0.863 -0.891
*
```

Its SMILES is OC[C@H]1CCOC1. The calculation puts the HOMO energy at -9.4741 eV. The total energy comes out at -346.9649 Ha.

Here are the Mulliken charges for atoms 1 to 5, given in e:
1. O -0.51
2. O -0.38
3. C 0.30
4. C -0.63
5. C -0.68


Formula: C4H6MnO
Source: the OMol25 dataset
Level of theory: ωB97M-V/def2-TZVPD

The geometry in ORCA input format:
```
! RIJCOSX wB97M-V def2-TZVPD def2/J DEFGRID3
* xyz 1 7
Mn 0.984 2.020 -3.317
O 1.054 0.872 -1.771
C -0.153 -0.706 1.185
C -1.161 0.192 1.352
C 0.279 0.217 -1.082
C 0.737 -0.695 -0.007
H 0.427 -1.546 -0.774
H 1.796 -0.529 0.227
H -1.943 -0.037 2.079
H -0.229 -1.672 1.692
H -0.968 1.260 1.216
H -0.823 0.624 -0.797
*
```

The calculation puts the HOMO energy (spin up / spin down) at -12.0298 / -13.7947 eV. The total energy comes out at -1381.8471 Ha. As for the expectation value of S²: 12.001.

Here are the Mulliken charges for atoms 1 to 5, given in e:
1. Mn 0.66
2. O -0.47
3. C -0.07
4. C -0.93
5. C 0.03


Formula: C26H74N6O8
Source: the OMol25 dataset
Level of theory: ωB97M-V/def2-TZVPD

The geometry in ORCA input format:
```
! RIJCOSX wB97M-V def2-TZVPD def2/J DEFGRID3
* xyz 0 1
O -0.030 -2.132 -5.052
O 4.035 2.743 0.284
O 1.176 -2.511 2.504
O -2.035 4.652 -0.251
O 1.043 -5.916 -1.278
O 0.299 -0.404 0.636
O -6.279 -3.010 -3.126
O 0.839 3.369 3.310
N -0.762 2.212 -0.512
N 5.476 4.616 3.072
N -2.833 -1.769 -2.845
N 4.570 -2.435 3.875
N -1.348 -4.393 -3.702
N -0.315 5.662 1.991
C -0.223 5.492 3.440
C -2.664 2.157 1.113
C -0.268 4.054 3.874
C -2.210 2.285 -0.349
C -0.366 -1.178 -0.347
C 0.507 -5.848 -4.323
C -2.670 3.592 -0.943
C -4.980 -0.521 -3.138
C 1.166 -1.530 -4.574
C 0.409 -4.877 -2.000
C 0.775 1.989 3.567
C 0.344 -3.586 2.132
C 4.015 3.315 1.560
C -0.412 -5.368 -3.195
C 2.493 -2.958 2.787
C -4.880 -3.015 -3.239
C -6.900 -3.822 -4.086
C 5.428 3.728 1.906
C 0.180 -6.614 -0.423
C 3.303 -1.849 3.405
C 2.766 2.243 -0.069
C 3.543 -0.690 2.437
C -4.294 -1.770 -2.582
C -1.285 6.331 4.112
C -2.400 5.921 -0.740
C 6.369 2.541 2.097
H -0.972 -6.253 -2.878
H 0.753 5.877 3.761
H -2.684 1.503 -0.952
H -6.449 -4.822 -4.104
H -2.186 6.038 -1.805
H -0.333 1.485 0.056
H 2.372 1.551 0.683
H -1.989 -3.947 -3.057
H -1.220 3.598 3.567
H -3.754 2.113 1.161
H 5.775 4.269 1.011
H -0.674 -7.062 -0.943
H 6.462 2.020 1.145
H -3.762 3.660 -0.852
H 2.973 -3.403 1.902
H -0.152 3.999 4.967
H 0.999 -1.149 -3.573
H 4.251 -0.903 1.638
H -1.442 -1.198 -0.120
H 1.706 1.564 3.190
H -2.669 -2.182 -3.759
H 7.373 2.895 2.342
H 0.765 1.781 4.647
H 3.303 4.144 1.696
H -2.377 3.641 -1.999
H -4.496 -1.801 -1.509
H -4.427 -3.898 -2.766
H 2.851 1.687 -1.002
H -2.584 -0.791 -2.960
H 6.021 1.903 2.909
H 1.144 -4.124 -2.295
H -1.243 7.343 3.707
H -0.868 -3.603 -4.134
H 4.951 -1.902 4.645
H -1.858 6.660 -0.150
H -0.080 -6.182 -5.176
H 0.768 -7.378 0.078
H -0.279 -0.669 -1.303
H 6.410 4.615 3.464
H -6.887 -3.415 -5.103
H -2.239 1.234 1.516
H -0.577 -3.184 1.711
H 0.827 -4.211 1.374
H 2.433 -3.797 3.496
H -5.969 -0.423 -2.685
H 2.051 3.057 -0.231
H -0.269 -5.950 0.333
H -2.301 5.985 3.875
H 3.810 0.210 2.999
H -4.441 0.390 -2.863
H -4.574 -3.001 -4.295
H -7.945 -3.943 -3.794
H 2.767 -1.434 4.260
H -1.240 5.355 1.694
H 1.997 -2.249 -4.562
H 0.040 -2.187 -6.009
H -5.133 -0.553 -4.218
H 2.602 -0.373 1.969
H -0.281 -4.340 -1.324
H 3.634 2.582 2.297
H 0.370 -0.859 1.484
H 0.085 -4.199 3.003
H -3.464 6.125 -0.547
H 1.514 -0.744 -5.250
H 0.307 4.994 1.543
H -0.082 1.498 3.094
H -1.208 6.352 5.198
H 5.241 -2.397 3.116
H -0.353 3.080 -0.186
H 1.110 -6.652 -3.896
H 5.345 5.575 2.768
H 1.200 -5.071 -4.657
H -0.045 -2.219 -0.395
H -2.288 2.978 1.722
*
```

Its SMILES is COC[C@H](C)N.COC[C@H](C)N.COC[C@H](C)N.COC[C@H](C)N.COC[C@H](C)N.COC[C@H](C)N.CO.CO. The calculation puts the HOMO energy at -8.6136 eV. The total energy comes out at -1965.3237 Ha.

Here are the Mulliken charges for atoms 1 to 5, given in e:
1. O -0.46
2. O -0.42
3. O -0.17
4. O -0.17
5. O -0.44


Formula: C33H47HoN6O12SSi3
Source: the OMol25 dataset
Level of theory: ωB97M-V/def2-TZVPD

The geometry in ORCA input format:
```
! RIJCOSX wB97M-V def2-TZVPD def2/J DEFGRID3
* xyz 0 5
Ho 0.040 -1.193 -0.473
S 0.585 1.333 -2.252
Si -2.013 -3.818 -2.148
Si -3.057 -0.949 -1.324
Si -2.296 -3.101 0.959
O 0.621 -4.380 5.358
O 0.950 -2.583 -1.649
O 6.559 -2.794 -1.615
O 2.023 3.042 2.041
O 0.267 0.225 1.280
O 1.129 -1.782 1.362
O -2.067 0.233 -0.569
O 0.285 -3.453 7.272
O -0.595 2.433 5.671
O -0.792 1.207 7.432
O 4.928 -4.244 -1.231
O 2.344 -4.087 -0.772
N 2.643 -0.592 -0.833
N 1.297 2.538 -0.016
N 0.425 -3.419 6.069
N 1.817 3.641 -1.996
N -0.525 1.374 6.260
N 3.747 0.169 -0.845
C 1.870 3.798 -3.433
C 2.755 5.710 0.944
C -1.196 -3.234 -3.782
C -3.824 -4.270 -2.585
C 1.864 6.343 -3.466
C -2.061 -2.458 -0.817
C 1.669 4.903 0.610
C 0.598 -2.035 4.062
C 0.670 -0.775 1.941
C 0.503 -0.802 3.425
C -0.861 -4.209 1.598
C 1.702 3.454 0.954
C -0.109 0.216 5.505
C 4.466 -1.884 -1.133
C -0.022 -1.006 6.157
C 2.635 5.068 -3.792
C -3.087 -0.430 -3.172
C -2.549 -1.628 2.187
C 3.061 -1.844 -1.016
C 1.564 7.640 0.161
C 0.337 -2.126 5.423
C -1.161 -5.435 -1.601
C 1.255 2.601 -1.381
C 2.043 -2.951 -1.133
C 0.165 0.338 4.145
C 4.858 -0.560 -1.027
C -2.486 1.577 -0.478
C -3.849 -4.199 1.206
C 2.706 7.071 0.701
C 0.516 5.480 0.075
C -4.860 -0.795 -0.688
C 0.466 6.846 -0.140
C 5.404 -3.023 -1.349
H -0.240 -1.092 7.212
H 1.522 8.703 -0.017
H -0.623 -4.045 -4.221
H -1.929 -2.919 -4.517
H -0.151 -5.258 -1.249
H -4.367 -3.412 -2.962
H 5.842 -0.141 -1.083
H -2.388 2.069 -1.451
H 2.847 5.044 -4.861
H -3.581 -1.178 -3.780
H 2.437 7.216 -3.772
H -1.861 2.094 0.254
H 2.155 4.419 -1.443
H -0.972 -5.221 1.225
H -2.019 -0.730 1.872
H -3.620 0.507 -3.320
H -4.354 -4.635 -1.715
H -1.098 -6.127 -2.436
H 3.695 1.165 -0.686
H -3.969 -4.456 2.254
H -5.401 0.029 -1.147
H 1.664 6.429 -2.400
H 0.850 3.836 -3.831
H -3.600 -1.371 2.260
H -3.859 -5.046 -3.342
H -0.509 -2.409 -3.610
H -4.894 -0.663 0.389
H -0.861 -4.278 2.683
H 3.553 7.692 0.949
H 0.859 -2.916 3.495
H 0.914 6.356 -3.995
H 2.369 2.919 -3.857
H 3.955 -4.296 -0.998
H 1.028 1.630 0.388
H -0.341 4.861 -0.153
H -3.755 -5.127 0.653
H 3.595 5.072 -3.269
H -5.397 -1.708 -0.925
H 3.633 5.265 1.389
H -1.712 -5.939 -0.814
H 0.113 1.305 3.667
H 0.122 -3.862 1.279
H -2.080 -0.297 -3.562
H -2.216 -1.882 3.190
H -3.528 1.631 -0.160
H -4.756 -3.706 0.875
H -0.429 7.292 -0.543
*
```

The calculation puts the HOMO energy (spin up / spin down) at -8.0449 / -8.0077 eV. The total energy comes out at -4732.0415 Ha. As for the expectation value of S²: 6.004.

Here are the Mulliken charges for atoms 1 to 5, given in e:
1. Ho 0.04
2. S -0.23
3. Si 0.81
4. Si 0.30
5. Si 0.02


Formula: C3H11N3
Source: the OMol25 dataset
Level of theory: ωB97M-V/def2-TZVPD

The geometry in ORCA input format:
```
! RIJCOSX wB97M-V def2-TZVPD def2/J DEFGRID3
* xyz 0 1
N 2.749 0.409 1.361
N 1.336 -0.556 -0.389
N -1.675 -1.032 0.225
C 1.879 0.667 0.248
C -2.722 -0.291 -0.273
C -2.659 0.825 -1.010
H 2.081 -1.240 -0.409
H 3.655 0.079 1.064
H -1.722 1.348 -1.094
H -3.645 -0.863 -0.219
H 1.099 -0.350 -1.352
H -0.701 -0.757 0.274
H 2.322 -0.254 1.994
H 1.043 1.286 0.586
H -3.548 1.028 -1.567
H -1.924 -1.568 1.043
H 2.431 1.267 -0.484
*
```

Its SMILES is C=CN.NCN. The calculation puts the HOMO energy at -7.8714 eV. The total energy comes out at -285.1299 Ha.

Here are the Mulliken charges for atoms 1 to 5, given in e:
1. N -0.61
2. N -0.63
3. N -0.39
4. C -0.21
5. C 0.08


Formula: C25H5AsF15GeMoNS6
Source: the OMol25 dataset
Level of theory: ωB97M-V/def2-TZVPD

The geometry in ORCA input format:
```
! RIJCOSX wB97M-V def2-TZVPD def2/J DEFGRID3
* xyz 2 1
Mo 1.903 0.487 0.978
As 2.215 3.030 4.077
Ge -1.667 0.492 -0.363
S 3.379 -3.339 -1.033
S 3.578 4.410 4.344
S 2.827 2.207 1.917
S 0.520 1.228 -0.572
S 0.538 2.246 4.935
S 0.959 -0.360 2.593
F -2.830 -1.167 4.615
F -4.610 4.134 -4.165
F -2.125 2.980 1.248
F -3.635 -1.735 -0.149
F -1.683 -5.169 -2.751
F -5.251 1.506 -3.883
F -3.911 0.050 -2.073
F 0.639 -1.150 -2.124
F 0.561 -3.509 -3.036
F -1.076 3.591 -1.118
F -2.057 -1.631 2.046
F -2.909 3.403 3.686
F -3.364 1.273 5.420
F -2.394 5.173 -2.897
F -3.740 -4.188 -1.290
N 3.020 -1.075 0.048
C -2.449 1.756 -1.608
C -2.200 0.649 1.515
C -4.293 2.056 -3.185
C 5.337 -0.129 0.091
C -1.536 -1.368 -1.054
C -2.852 3.943 -2.640
C -2.128 3.118 -1.780
C -2.284 -0.379 2.453
C -3.927 3.392 -3.323
C 4.405 -1.106 -0.220
C -1.680 -3.922 -2.273
C -0.533 -1.848 -1.881
C -2.940 1.100 4.199
C 6.144 -2.779 -0.648
C 2.404 -2.149 -0.354
C 7.069 -1.800 -0.289
C 4.802 -2.396 -0.608
C -2.694 -3.429 -1.498
C -2.784 2.153 3.342
C -2.611 -2.190 -0.904
C -0.610 -3.108 -2.467
C -2.413 1.925 1.997
C -3.560 1.319 -2.315
C -2.714 -0.216 3.746
C 6.687 -0.493 0.049
H 5.085 0.901 0.402
H 7.480 0.252 0.241
H 1.348 -2.333 -0.103
H 8.119 -2.037 -0.371
H 6.444 -3.771 -0.966
*
```

The calculation puts the HOMO energy at -14.4047 eV. The total energy comes out at -9277.8012 Ha.

Here are the Mulliken charges for atoms 1 to 5, given in e:
1. Mo 0.70
2. As 0.61
3. Ge 0.60
4. S -0.12
5. S -0.07


Formula: C3H12N2O2
Source: the OMol25 dataset
Level of theory: ωB97M-V/def2-TZVPD

The geometry in ORCA input format:
```
! RIJCOSX wB97M-V def2-TZVPD def2/J DEFGRID3
* xyz 0 1
O 1.503 0.173 -2.199
O 1.112 0.219 2.724
N 0.511 -2.283 0.441
N -0.650 -0.295 0.402
C -1.337 0.631 -0.524
C -0.574 1.963 -0.515
C -0.521 -1.605 0.059
H 1.824 -0.158 2.204
H 1.481 0.183 -1.243
H 1.206 -0.731 -2.366
H -0.570 2.473 -1.477
H -2.383 0.671 -0.241
H 0.343 -3.270 0.224
H -0.196 -0.168 1.307
H -1.307 -1.992 -0.603
H 1.094 -0.437 3.432
H -1.123 0.186 -1.492
H 0.477 1.737 -0.349
H -0.890 2.699 0.215
*
```

Its SMILES is [H]/N=C/NCC.O.O. The calculation puts the HOMO energy at -8.7819 eV. The total energy comes out at -381.4663 Ha.

Here are the Mulliken charges for atoms 1 to 5, given in e:
1. O -0.64
2. O -0.72
3. N -0.60
4. N -0.12
5. C -0.44


Formula: C12H18BF4KO9
Source: the OMol25 dataset
Level of theory: ωB97M-V/def2-TZVPD

The geometry in ORCA input format:
```
! RIJCOSX wB97M-V def2-TZVPD def2/J DEFGRID3
* xyz 0 1
K 1.314 0.837 1.649
F 1.655 -0.539 -0.446
F -0.165 -1.642 0.182
F 0.202 -1.343 -2.065
F -0.397 0.467 -0.747
O -2.897 6.631 -1.050
O -3.953 0.680 1.708
O -3.221 -1.260 0.820
O 5.889 -2.644 1.149
O -3.673 4.895 0.164
O 5.070 -0.638 1.655
O -3.287 4.642 -2.006
O -4.566 0.053 -0.360
O 3.914 -2.022 0.303
C -3.441 -3.276 -0.501
C 8.201 -2.236 1.466
C -2.368 2.412 -1.821
C -3.252 5.501 -0.956
C -3.554 3.304 -1.555
C -3.864 3.497 -0.066
C 6.328 -0.699 2.324
C -3.903 -0.098 0.803
C 6.841 -2.122 2.121
C -4.202 -1.000 -1.277
C 4.886 -1.794 0.935
C -3.139 -1.802 -0.499
B 0.301 -0.752 -0.819
H 8.358 -3.204 0.997
H 6.191 -0.433 3.370
H 6.991 0.034 1.861
H -3.158 2.957 0.565
H -5.109 -1.569 -1.488
H -2.644 -3.850 -0.017
H -4.870 3.197 0.219
H -1.411 2.722 -1.403
H -4.331 -3.481 0.097
H -2.161 -1.596 -0.922
H -3.885 -0.532 -2.207
H -2.600 1.408 -1.469
H 8.992 -1.995 2.176
H -3.510 -3.680 -1.509
H 8.243 -1.526 0.635
H -2.152 2.343 -2.891
H -4.404 2.919 -2.118
H 6.744 -2.764 2.995
*
```

The calculation puts the HOMO energy at -10.5684 eV. The total energy comes out at -2169.8012 Ha.

Here are the Mulliken charges for atoms 1 to 5, given in e:
1. K 1.02
2. F -0.39
3. F -0.38
4. F -0.34
5. F -0.18